{
  "formula": "C42H122N4O30",
  "method": "ωB97M-V/def2-TZVPD",
  "elements": ["C", "C", "O", "O", "H", "H", "H", "H", "H", "H", "C", "C", "O", "O", "H", "H", "H", "H", "H", "H", "C", "C", "O", "O", "H", "H", "H", "H", "H", "H", "C", "C", "O", "O", "H", "H", "H", "H", "H", "H", "C", "C", "O", "O", "H", "H", "H", "H", "H", "H", "C", "C", "O", "O", "H", "H", "H", "H", "H", "H", "C", "C", "O", "O", "H", "H", "H", "H", "H", "H", "C", "C", "O", "O", "H", "H", "H", "H", "H", "H", "C", "C", "O", "O", "H", "H", "H", "H", "H", "H", "C", "C", "O", "O", "H", "H", "H", "H", "H", "H", "C", "C", "O", "O", "H", "H", "H", "H", "H", "H", "C", "C", "O", "O", "H", "H", "H", "H", "H", "H", "C", "C", "O", "O", "H", "H", "H", "H", "H", "H", "C", "C", "C", "O", "C", "N", "H", "H", "H", "H", "H", "H", "H", "H", "H", "H", "H", "C", "C", "C", "O", "C", "N", "H", "H", "H", "H", "H", "H", "H", "H", "H", "H", "H", "C", "C", "C", "O", "C", "N", "H", "H", "H", "H", "H", "H", "H", "H", "H", "H", "H", "C", "C", "C", "O", "C", "N", "H", "H", "H", "H", "H", "H", "H", "H", "H", "H", "H"],
  "xyz": [[21.399915, -16.595992, 30.693978], [22.786811, -16.561477, 31.299541], [23.048665, -17.778399, 31.990340], [21.213319, -15.414772, 29.905426], [20.648453, -16.705028, 31.470902], [21.359716, -17.413727, 29.965704], [22.851609, -15.663196, 31.928137], [23.550580, -16.428132, 30.523131], [23.968660, -17.730637, 32.267615], [21.833168, -15.425881, 29.156827], [24.827799, -18.842470, 21.852556], [23.651078, -17.920077, 21.618676], [23.852257, -16.696213, 22.333291], [24.916668, -19.399782, 23.172807], [25.712481, -18.213950, 21.709827], [24.807891, -19.653380, 21.119093], [22.705139, -18.361571, 21.966205], [23.453019, -17.783425, 20.556031], [24.124468, -16.995789, 23.210449], [25.712611, -19.934752, 23.234400], [20.793165, -20.363645, 28.481432], [20.946591, -21.007695, 27.111847], [22.353090, -21.139011, 26.793828], [19.405645, -20.039259, 28.662861], [21.321012, -19.409385, 28.584921], [21.174436, -20.996502, 29.287526], [20.546453, -20.386598, 26.311342], [20.420910, -21.965422, 27.088027], [22.769401, -21.707926, 27.449920], [19.282824, -19.167647, 28.262468], [16.308430, -19.847481, 23.924539], [17.756819, -20.040727, 24.337097], [18.590557, -20.550558, 23.322176], [15.436224, -20.959105, 24.095267], [16.276163, -19.588803, 22.865718], [15.881668, -19.022047, 24.511385], [17.810354, -20.669071, 25.231643], [18.160102, -19.075235, 24.662462], [18.842966, -19.859621, 22.681353], [15.507868, -21.276995, 25.000696], [20.880302, -15.164972, 19.340249], [20.861902, -15.798091, 20.707921], [19.612097, -15.844903, 21.370029], [20.672683, -13.748042, 19.408403], [20.109109, -15.610365, 18.698274], [21.809482, -15.432267, 18.826811], [21.643229, -15.361246, 21.341570], [21.227893, -16.823343, 20.587655], [19.144455, -15.017178, 21.209468], [20.811511, -13.459428, 18.499617], [22.647452, -10.375577, 29.424141], [23.965087, -9.769864, 28.938295], [24.842459, -9.555039, 30.020547], [21.776561, -10.641820, 28.353575], [22.182228, -9.663101, 30.113845], [22.885009, -11.287897, 29.990195], [23.764451, -8.840353, 28.407297], [24.453142, -10.451056, 28.230258], [25.198028, -10.390747, 30.336210], [20.842555, -10.615072, 28.645617], [23.430458, -11.064437, 24.904208], [23.363744, -9.556700, 25.085227], [22.028831, -9.099647, 24.800030], [23.543422, -11.457760, 23.548988], [22.552696, -11.512852, 25.381378], [24.332716, -11.463766, 25.367252], [24.091842, -9.010852, 24.476721], [23.542075, -9.250328, 26.123280], [22.026367, -8.147502, 24.936359], [22.750496, -11.174873, 23.021554], [17.652291, -10.899703, 27.438378], [17.957425, -10.700518, 28.910460], [19.265556, -11.179250, 29.219054], [18.562777, -10.171206, 26.612485], [16.628198, -10.701815, 27.131184], [17.808843, -11.955698, 27.179092], [17.269650, -11.260911, 29.551675], [17.895469, -9.642886, 29.175728], [19.186333, -12.036579, 29.671724], [19.461975, -10.471468, 26.786682], [23.987778, -13.303163, 28.167708], [24.948242, -13.661994, 29.294360], [25.871600, -12.650503, 29.604609], [22.975555, -14.312512, 28.113910], [24.445922, -13.162915, 27.185441], [23.506850, -12.352469, 28.423740], [25.427129, -14.621776, 29.044054], [24.356649, -13.981185, 30.155111], [26.339738, -12.422442, 28.794799], [22.507195, -14.157174, 27.270908], [17.615020, -19.917084, 19.838866], [18.857731, -19.099899, 20.135949], [18.751389, -18.554896, 21.444141], [16.507308, -19.077716, 19.579894], [17.386323, -20.630369, 20.637764], [17.784431, -20.576074, 18.981756], [18.948922, -18.286316, 19.411722], [19.757619, -19.724586, 20.111905], [19.205773, -17.704455, 21.512018], [15.976703, -18.975884, 20.372399], [21.863234, -21.023590, 23.119381], [22.701266, -22.289442, 22.917745], [21.849464, -23.367549, 22.556185], [21.293612, -20.485457, 21.951771], [22.513259, -20.242693, 23.529754], [21.109811, -21.106914, 23.915171], [23.266484, -22.459088, 23.837882], [23.384302, -22.014204, 22.113299], [21.103632, -23.310683, 23.165850], [20.819139, -21.198335, 21.503836], [17.553703, -16.847432, 27.353662], [16.964025, -17.157395, 28.736732], [16.137791, -16.090096, 29.137088], [18.443112, -17.899335, 27.023028], [18.089449, -15.897757, 27.455947], [16.763852, -16.736071, 26.600641], [17.830351, -17.191109, 29.397493], [16.462923, -18.127301, 28.726513], [15.344503, -15.937787, 28.572914], [19.258446, -17.539617, 26.628567], [17.858345, -14.755664, 32.136533], [18.722332, -13.618556, 31.582148], [19.005892, -13.753339, 30.189279], [16.558752, -14.750265, 31.599572], [17.864549, -14.646391, 33.223121], [18.318937, -15.730581, 31.930935], [19.658292, -13.533601, 32.143427], [18.099341, -12.725145, 31.678785], [19.732243, -14.402256, 30.110388], [16.621738, -15.085270, 30.689501], [20.830924, -17.351652, 24.249891], [21.274691, -16.473549, 25.370824], [20.453199, -15.196120, 25.404342], [20.985540, -14.270902, 26.317661], [20.062433, -13.286619, 26.753452], [21.263975, -17.216605, 26.629826], [21.099080, -16.942405, 23.271469], [19.734679, -17.390483, 24.229713], [21.238684, -18.361989, 24.239430], [22.294272, -16.082873, 25.213338], [19.423336, -15.464922, 25.685993], [20.395327, -14.733568, 24.412113], [19.261780, -13.195619, 26.017068], [20.550684, -12.309551, 26.812233], [19.659395, -13.431874, 27.758279], [21.972341, -17.943875, 26.519997], [21.643365, -16.667572, 27.396340], [14.355840, -13.168307, 28.316566], [14.097784, -14.035926, 27.092231], [15.228149, -14.020304, 26.089440], [15.486419, -12.724422, 25.599867], [16.538100, -12.720927, 24.679231], [13.912575, -15.455086, 27.512751], [14.418898, -12.127668, 27.984718], [15.310075, -13.399221, 28.789539], [13.519051, -13.191775, 29.013545], [13.200003, -13.707717, 26.555762], [15.029021, -14.776292, 25.314609], [16.163525, -14.328350, 26.587082], [16.208585, -13.026667, 23.676864], [17.412127, -13.347854, 24.889547], [16.902171, -11.699039, 24.563343], [12.990638, -15.493628, 27.941383], [13.792993, -15.998403, 26.657964], [24.242654, -18.236668, 28.115027], [24.914596, -18.540435, 26.770252], [25.770485, -19.797354, 26.891411], [26.904325, -19.535918, 27.687056], [27.864551, -20.580551, 27.612587], [23.810813, -18.719174, 25.768429], [23.572694, -19.020865, 28.465087], [23.764087, -17.257247, 28.175254], [25.047788, -18.126423, 28.855604], [25.536899, -17.706732, 26.443250], [26.150642, -20.017133, 25.878982], [25.124225, -20.632111, 27.192079], [28.385641, -20.500488, 26.651133], [27.457089, -21.575217, 27.800534], [28.582285, -20.321600, 28.394243], [23.374946, -19.602759, 26.040906], [24.340346, -18.850162, 24.898445], [19.919545, -12.173003, 23.127435], [20.095034, -11.231647, 21.947430], [18.857985, -10.435148, 21.481985], [19.176679, -9.468525, 20.503137], [19.564206, -10.002051, 19.268819], [21.285290, -10.425259, 22.215942], [19.208869, -12.978849, 22.947730], [19.667148, -11.590193, 24.020187], [20.909440, -12.564001, 23.371433], [20.337247, -11.783550, 21.032243], [18.367341, -9.920532, 22.311019], [18.111717, -11.109758, 21.043443], [20.592064, -10.388461, 19.269417], [19.504596, -9.229837, 18.505537], [18.959311, -10.856495, 18.938953], [21.107448, -9.793028, 22.999081], [21.452665, -9.798379, 21.432219]],
  "atomic_forces_ev_per_a": [[0.9, -0.2, -1.4], [0.3, 0.2, 0.0], [-0.1, 0.4, 0.0], [-0.5, -0.1, 0.7], [-0.2, 0.2, -0.2], [-0.3, -0.5, 0.6], [0.0, -0.2, 0.3], [-0.2, 0.0, -0.2], [-0.1, -0.2, 0.1], [0.0, 0.5, 0.3], [0.6, -0.1, -0.7], [-0.8, -0.5, 1.4], [0.0, -0.3, -0.5], [-0.6, 0.3, -0.2], [0.1, -0.2, -0.3], [0.0, 0.0, 0.0], [0.2, -0.3, 0.1], [0.6, 0.5, -0.1], [-0.1, 0.4, 0.1], [0.0, 0.0, -0.1], [-1.1, 1.1, -0.2], [1.0, 0.2, 0.2], [-0.3, -0.4, 0.0], [0.6, -0.6, 0.5], [0.5, -0.2, -0.4], [-0.4, -0.2, 0.0], [-0.1, 0.2, 0.2], [0.1, -0.1, 0.0], [-0.1, 0.0, 0.0], [-0.4, 0.0, -0.2], [-0.4, 0.2, 0.4], [0.3, 0.7, -0.2], [0.2, -1.0, 0.1], [0.2, -0.3, -0.3], [0.0, 0.0, 0.0], [0.2, 0.2, -0.2], [0.1, -0.3, -0.2], [-0.2, 0.1, 0.1], [-0.3, 0.2, 0.3], [0.1, 0.1, 0.0], [-0.5, -0.2, -0.3], [1.2, -0.2, 0.0], [-0.1, 0.1, -0.2], [0.3, -0.6, -0.2], [-0.2, 0.0, 0.2], [0.3, 0.3, 0.3], [-0.2, 0.4, 0.0], [-0.4, -0.1, -0.1], [0.0, 0.0, 0.0], [-0.1, 0.4, 0.2], [-0.1, 0.4, 0.4], [-0.1, -0.9, -0.1], [0.0, 0.7, 0.2], [0.0, 0.1, -0.6], [0.1, -0.1, 0.1], [-0.1, 0.0, 0.1], [0.2, 0.2, 0.3], [-0.2, 0.0, -0.2], [-0.1, -0.3, -0.2], [0.4, -0.2, 0.2], [0.1, 0.3, -0.7], [-0.3, 0.5, 0.8], [0.1, -0.1, -0.4], [-0.3, 0.0, -0.2], [0.0, 0.0, 0.1], [0.0, 0.1, 0.3], [0.0, -0.4, -0.3], [0.3, -0.5, 0.0], [-0.1, 0.0, 0.0], [0.3, 0.0, 0.4], [1.0, -0.9, -0.4], [-0.2, -0.2, 0.3], [0.0, 0.5, -0.1], [-0.5, 0.5, -0.1], [0.0, 0.5, 0.2], [-0.2, -0.1, 0.4], [-0.3, 0.2, -0.2], [0.1, 0.0, 0.0], [0.2, -0.3, -0.2], [-0.1, 0.0, 0.1], [-0.7, 0.5, 0.8], [-0.4, -1.5, -0.8], [-0.1, 0.3, 0.2], [0.6, 0.2, -0.7], [0.4, -0.2, 0.0], [0.1, -0.2, -0.2], [0.4, 0.2, -0.3], [0.0, 0.8, 0.3], [0.1, 0.0, 0.0], [-0.3, -0.4, 0.3], [0.1, -0.3, 0.1], [0.1, -0.1, 0.4], [-0.3, 0.0, 0.2], [-0.2, 0.0, -0.3], [0.2, 0.3, 0.3], [0.0, 0.4, -0.3], [0.0, -0.1, -0.1], [0.0, 0.0, -0.3], [-0.2, 0.1, -0.1], [0.1, 0.0, 0.1], [0.6, 0.7, 1.2], [-1.0, 1.4, 0.1], [0.3, 0.0, -0.1], [0.0, -0.3, -0.6], [0.2, -0.1, -0.3], [-0.2, -0.6, -0.2], [0.0, -0.3, 0.0], [0.1, -0.7, -0.2], [0.0, -0.2, -0.1], [0.0, 0.0, 0.1], [0.1, -0.3, 0.6], [0.2, 0.6, -1.1], [0.0, 0.2, 0.6], [-0.1, 0.0, -0.3], [-0.1, 0.1, -0.1], [0.0, 0.0, 0.0], [-0.2, -0.1, 0.3], [-0.1, 0.0, 0.1], [0.2, -0.4, -0.1], [0.2, -0.2, 0.3], [0.6, -0.1, -0.4], [-0.6, -0.4, 0.0], [-0.1, -0.1, 0.3], [0.2, 0.3, 0.3], [-0.5, 0.0, 0.0], [0.3, 0.0, 0.0], [-0.1, 0.1, 0.1], [0.3, 0.2, 0.1], [0.1, 0.1, -0.3], [-0.3, -0.1, 0.0], [-0.6, -0.1, -1.2], [1.5, 1.2, 0.3], [-0.9, -0.6, 0.0], [0.2, 0.1, 0.5], [-0.1, 0.8, -0.2], [-0.4, -0.2, 0.2], [0.1, 0.2, 0.2], [0.0, -0.3, 0.1], [0.0, 0.0, 0.5], [0.1, -0.4, -0.4], [0.0, 0.1, 0.1], [0.1, -0.2, -0.1], [-0.1, 0.0, 0.1], [0.3, -0.2, -0.2], [0.0, -0.6, -0.1], [-0.1, 0.0, -0.2], [-0.2, 0.3, -0.2], [-0.1, 0.7, -0.7], [-0.1, -0.2, 0.1], [1.1, -0.2, 0.7], [-0.3, -0.3, 0.0], [0.3, 0.6, -1.2], [-0.4, 0.4, -0.5], [0.0, 0.0, 0.0], [-0.1, -0.3, 0.2], [0.1, -0.3, 0.2], [0.0, 0.3, 0.2], [-0.1, 0.3, -0.3], [-0.2, -0.3, 0.1], [-0.2, -0.1, 0.1], [-0.2, -0.1, 0.6], [0.0, 0.0, 0.2], [0.2, -0.2, 0.3], [0.1, -0.1, 0.1], [1.5, 0.7, 0.7], [-1.8, 0.0, 0.5], [0.4, 0.8, -1.2], [-0.6, -0.7, 0.4], [0.4, 1.1, 0.3], [1.8, 0.0, 0.3], [-0.1, -0.1, -0.2], [-0.3, -0.1, -0.5], [-0.1, -0.3, 0.1], [0.0, 0.0, 0.1], [-0.2, -0.2, -0.1], [0.3, -0.1, 0.4], [-0.1, -0.4, 0.0], [-0.1, 0.0, -0.1], [0.1, -0.3, -0.1], [-0.1, 0.0, -0.5], [-1.0, -0.3, 0.1], [0.2, 0.5, 0.1], [0.2, -0.2, -1.2], [-0.1, -0.2, 0.5], [0.0, 0.3, 0.1], [0.4, -0.5, -0.5], [-0.4, 0.8, 0.0], [-0.1, 0.0, 0.1], [-0.5, -0.1, 0.0], [-0.1, -0.4, -0.2], [0.2, -0.5, 0.4], [0.1, 0.2, 0.0], [0.0, -0.3, 0.2], [0.1, 0.2, 0.1], [-0.1, 0.2, 0.1], [-0.3, 0.1, 0.2], [0.1, -0.1, 0.1], [0.0, -0.1, 0.0]],
  "mulliken_charge": [0.706, -0.361, -0.590, -0.076, 0.506, -0.753, 0.322, 0.033, 0.353, -0.488, -1.120, 0.602, -0.547, -0.358, 0.413, 0.432, -0.469, 0.528, 0.291, 0.177, 0.016, 0.557, -0.567, -0.647, -0.283, 0.452, -0.798, 0.615, 0.232, 0.161, -0.151, 0.728, -0.503, -0.596, -0.118, 0.249, 0.431, -0.557, 0.218, 0.356, -0.960, 0.379, -0.509, -0.376, 0.374, 0.454, 0.258, -0.162, 0.219, 0.257, -0.491, -0.314, -0.617, -0.069, 0.505, 0.150, 0.350, 0.099, 0.338, 0.193, 0.687, -0.300, -0.459, -0.662, -0.523, 0.233, 0.396, -0.029, 0.221, 0.428, 0.635, -0.604, -0.338, -0.609, 0.545, -0.576, 0.198, 0.267, 0.044, 0.130, 0.988, -0.685, -0.552, 0.425, 0.422, -0.648, 0.344, 0.099, 0.409, -0.351, -0.709, 0.284, -0.266, -0.592, 0.250, 0.380, 0.233, -0.020, 0.011, 0.336, 0.886, -0.542, -0.593, -0.452, -0.724, 0.142, 0.227, 0.309, 0.365, 0.377, 0.798, -0.782, -0.474, -0.464, -0.518, 0.229, 0.233, 0.355, 0.258, -0.013, -0.564, -0.328, 0.397, -0.589, 0.419, 0.127, 0.388, 0.214, -0.051, 0.264, 0.113, 1.410, -0.640, 0.000, 1.963, 2.234, -0.558, 0.214, -0.063, 0.199, -0.114, -0.466, -0.230, -0.950, -0.392, -1.572, -0.582, -1.211, 0.043, 0.155, -0.442, -0.629, -0.650, 0.322, 0.081, 0.448, 0.449, 0.379, -0.324, 0.588, -0.051, 0.311, 0.251, 0.216, -0.614, 0.244, -0.304, -0.351, -0.770, 0.156, -0.028, -0.469, 0.721, 0.584, 0.264, 0.101, 0.295, 0.298, 0.273, -0.277, -0.048, -0.807, 0.485, -0.767, -0.446, -0.637, -0.304, 0.431, 0.023, 0.205, -0.071, 0.298, 0.404, 0.225, 0.300, 0.273, 0.196, 0.205],
  "e_tot_ha": -4149.41825,
  "e_above_lowest_kcal_mol": 0.0
}